[1]
# C31H63BF3NO25P6

A cluster of 6 separate species, C31H63BF3NO25P6 in total in a non-equilibrium geometry (ωB97M-V/def2-TZVPD, the Open Molecules 2025 dataset).

```
! wB97M-V def2-TZVPD RIJCOSX def2/J DEFGRID3
* xyz 0 1
C -3.96 4.87 -3.71
H 6.48 3.43 -2.11
O -1.36 -2.81 -0.49
H -1.74 3.14 -2.66
H -4.43 1.62 3.17
O 7.38 -0.71 -0.38
H 9.66 1.25 -1.28
O -2.06 -10.68 -1.75
C 8.13 -1.59 -1.21
H -3.17 -0.95 2.85
C -1.12 6.01 8.17
H 1.24 0.29 -0.93
H -4.29 5.42 5.18
H 2.27 5.27 0.60
H 0.70 -2.81 -4.86
H -3.51 5.55 -4.44
O -1.90 5.26 -0.19
H 4.92 -2.66 -3.10
H 5.95 -3.91 -3.83
C -3.66 2.72 1.28
C -3.16 -11.06 -0.93
H -0.98 4.17 -3.91
C 0.27 0.71 -0.52
C -2.14 4.43 10.94
P 6.37 0.46 -1.14
H 6.01 -5.24 -1.31
H -4.26 3.44 3.39
P -3.02 3.18 -5.51
H 0.67 -1.87 1.66
H 7.79 -2.61 -1.03
C 1.31 3.99 2.14
C -1.25 2.81 0.06
F 1.90 7.08 3.69
H 9.18 -1.51 -0.92
H -4.39 -10.21 -3.78
C -1.54 -6.90 -3.67
O -4.94 -0.08 1.42
H -2.75 2.40 3.38
C 8.70 1.70 -1.04
H -3.69 -8.85 -4.70
H 2.15 -2.13 -4.08
H 8.75 2.77 -1.23
C -5.51 3.69 -6.43
C 1.00 6.00 3.94
C -2.19 0.41 0.69
O 1.61 -4.06 -3.51
C -3.51 -9.58 -3.91
F -0.29 6.26 4.49
H 6.05 3.13 -0.40
P -3.52 -0.68 1.46
O 5.38 1.71 -1.77
N 0.44 4.57 -0.25
C -2.39 1.97 0.68
O 5.70 -0.56 -2.04
C 4.95 -5.49 -1.18
C -1.15 3.15 -3.58
O -4.00 4.59 7.03
O 4.19 -4.29 -1.25
H -0.09 -4.72 1.70
H -1.12 -7.65 -4.34
H -5.01 5.13 -3.58
H -3.60 6.52 6.38
O 1.91 3.40 -1.86
O -4.15 4.10 -6.43
O 0.77 -2.13 0.71
C -1.72 -3.85 0.46
H -0.84 6.28 7.15
H 2.30 -3.40 -5.34
H -1.66 6.84 8.63
H 4.81 -5.94 -0.19
H -2.64 -4.39 0.01
H -3.45 4.98 -2.75
C 1.19 5.05 0.94
O 7.70 1.12 -1.87
O -1.84 -8.70 -0.51
C -0.86 -0.19 0.09
H -3.55 3.85 1.10
H 0.21 -4.83 -0.10
H -0.21 5.82 8.75
C -3.79 2.53 2.88
H -2.78 -11.58 -0.05
O -1.90 4.81 8.15
H -6.12 4.55 -6.12
C 1.70 -3.04 -4.50
H -0.97 -5.98 -3.76
O -3.98 3.53 9.09
O -1.81 2.39 -4.59
H -1.01 -6.05 0.72
H -2.68 4.10 11.84
P -1.77 -9.01 -2.00
O 2.33 -5.52 -1.90
F 1.73 3.81 4.71
P 2.91 -4.20 -2.38
H 2.30 3.42 2.02
O -2.97 5.34 10.22
H 0.75 6.06 1.24
O -1.48 -7.34 -2.32
C -0.61 -4.98 0.70
C -1.03 4.38 -0.12
H 4.79 -3.01 -4.84
C 4.96 -3.45 -3.85
C -3.59 5.49 6.01
O -3.27 -8.88 -2.68
H -1.24 4.97 11.26
C 1.35 4.65 3.60
O -3.46 1.86 -6.12
H 4.82 3.67 -1.55
H 4.67 -6.22 -1.94
H 8.05 -1.35 -2.27
O -3.87 3.51 -4.13
B -0.52 -1.80 0.09
O 3.98 -4.46 -3.61
H -0.18 2.68 -3.37
C 1.00 3.44 -1.02
H -5.79 3.41 -7.45
H -2.58 -6.70 -3.95
H 8.49 1.53 0.02
H -3.79 -11.75 -1.51
H -2.60 5.22 5.65
H -4.65 2.41 0.80
H -5.71 2.86 -5.76
C 5.71 3.06 -1.43
H -2.66 -10.20 -4.19
P -3.47 4.89 8.64
C 0.08 2.24 -0.53
H -2.06 -3.41 1.45
H -3.58 -1.96 0.82
H -1.84 3.57 10.36
H -3.77 -10.22 -0.62
H 0.49 3.19 2.16
*
```

Results
E_tot: -150385.7906 eV
SMILES string: CCOB(O)c1cc2c(c(CC)c1[PH2]=O)C(=O)N(CCC(F)=C(F)F)C2=O.COP(=O)(OC)OC.COP(=O)(OC)OC.COP(=O)(OC)OC.COP(=O)(OC)OC.COP(=O)(OC)OC
frontier orbital gap: 0.2230 Ha
E_LUMO: -3.0959 eV

***

[2]
# C31H63BrIN2O9S4

A cluster of 5 separate species, C31H63BrIN2O9S4 in total in a non-equilibrium geometry (ωB97M-V/def2-TZVPD, the Open Molecules 2025 dataset).

```
! wB97M-V def2-TZVPD RIJCOSX def2/J DEFGRID3
* xyz 1 1
S 7.07 3.35 -9.39
O 3.20 -0.32 -7.74
C -3.24 -0.39 5.14
O 6.94 1.89 -9.13
H -0.10 -1.61 6.63
C -1.21 2.35 3.81
H -0.18 -0.94 3.64
O -3.63 0.68 7.65
C -3.98 -0.06 4.03
H 1.53 3.54 4.09
H 6.77 4.03 -7.14
H 9.42 3.11 -9.71
H 5.97 0.19 -8.09
H 1.72 2.92 -2.81
C 4.90 -1.30 -5.97
H -5.13 -3.83 3.14
H -0.25 -4.65 3.30
H 3.81 2.42 -4.06
H 1.13 -2.08 -6.70
C -5.68 -1.98 4.13
H 8.52 3.14 -11.25
C -2.17 1.26 4.12
C -3.93 -0.71 7.58
H 4.12 -1.60 -5.28
H -1.42 0.17 7.09
H -4.05 -2.21 6.01
O -2.42 1.58 -1.32
C -5.28 -0.64 3.54
C -0.72 -1.12 -4.85
H -5.84 -0.05 8.28
H -1.18 -4.71 1.20
C -3.40 1.57 -0.29
O -0.75 0.53 -2.25
H -3.29 -1.00 -1.31
H -1.65 -1.65 -1.55
H -0.45 1.22 6.13
H -2.11 -0.97 0.00
C -5.43 -0.96 7.84
H -6.00 -1.16 6.94
H -2.44 -1.78 6.47
H -3.78 -2.77 3.39
C -2.23 -0.88 -1.08
S 4.23 -1.39 -7.64
H -2.02 0.90 1.26
H -0.58 -3.03 1.05
N -2.10 0.40 5.14
C 0.23 1.90 3.51
C -1.73 0.45 -1.58
I -1.35 3.86 5.35
H 0.34 -4.37 0.40
C 5.70 -0.80 -8.46
C 4.12 1.61 -3.39
H -4.47 -3.69 4.74
H -3.99 2.47 -0.45
H 0.49 -0.55 -7.35
H 1.37 2.44 -1.13
H 0.23 -2.06 -8.24
H -1.27 -2.05 4.42
H -3.38 -1.17 8.39
O 0.97 -2.98 2.99
C 0.31 -1.62 -7.25
C -0.04 -0.89 5.82
C -0.30 -4.07 1.22
H -6.07 0.08 3.72
S -1.23 -1.90 -6.38
O 4.14 3.36 -1.40
H 8.47 3.60 -7.47
C -3.67 1.87 2.27
C 0.42 -4.24 2.55
H 5.74 -1.99 -5.88
C 7.59 4.12 -7.85
H 0.18 -1.62 -4.46
Br -5.26 -0.95 1.60
H 5.20 1.51 -3.41
H 0.59 3.84 2.63
S 3.63 2.00 -1.71
H 5.22 -0.28 -5.76
C -0.27 -1.61 4.50
H 6.51 -1.51 -8.30
C -2.72 1.71 1.06
C 1.15 3.09 3.18
H 3.66 0.67 -3.70
H -2.11 2.61 0.98
C 1.88 2.15 -2.05
H 1.24 -4.95 2.43
C -4.70 -3.13 3.84
H -3.59 2.89 2.64
C -3.42 -1.36 6.26
C -1.02 0.29 6.10
O 1.29 -3.25 5.18
H -6.62 -2.24 3.65
H 7.81 5.17 -8.03
H -4.31 1.18 7.18
H 1.96 2.74 2.55
C 0.74 -2.70 4.29
H -5.88 -1.90 5.19
H -5.57 -1.74 8.58
H 5.48 -0.73 -9.53
H -4.71 1.73 2.03
H -1.55 2.88 2.93
H 8.81 4.66 -10.37
H -1.53 -1.22 -4.13
H 1.49 1.20 -2.40
O -1.33 -3.35 -6.10
H 0.97 -0.50 5.80
H -0.51 -0.06 -5.02
H 0.17 1.27 2.62
H -4.09 0.74 -0.36
H 0.65 1.33 4.33
C 8.62 3.59 -10.26
N -3.29 1.02 3.42
*
```

Results
E_tot: -176051.9962 eV
frontier orbital gap: 0.2431 Ha
E_LUMO: -3.1991 eV